Molecular formula: C35H47BBr81ClN
Method: DFT, the ωB97M-V functional and the def2-TZVPD basis

The energy above the lowest of the compared OMol25 structures with the same formula, charge and spin is 34.9 kcal per mole. Its gap between HOMO and LUMO is 4.762 eV. The maximum force is 0.03557 hartree/bohr. Its molar mass is 7000.26 u. The total charge is -1.

Each line ends with the Mulliken charge.
CARTESIAN COORDINATES (ANGSTROEM)
Br: 14.4597 -1.3586 -11.4785  -0.07
C: 5.8152 3.2671 1.4881  -0.34
H: 12.3007 -1.0956 -2.3985  -0.26
H: -7.0179 -6.9832 -3.0670  0.19
Br: -7.3427 -8.6819 -1.2951  0.00
H: -3.2226 0.6465 -3.5649  0.33
H: -4.1568 -0.3439 -2.4375  0.09
Br: -18.8087 5.8922 6.5518  0.03
Br: -3.7687 1.2006 5.3322  -0.12
Br: -14.8405 4.1694 8.2857  -0.06
Br: 14.7976 0.7087 2.5530  0.09
Br: 13.1806 -6.5007 -10.0433  -0.03
Br: 11.3914 -1.3029 -0.0904  -0.07
Br: 8.2670 1.0771 -4.9416  0.01
Br: 12.9527 -0.3466 -8.8429  0.11
C: 1.1110 1.7199 0.8761  1.33
Br: -24.6175 5.8327 7.7854  -0.04
Br: 10.4463 3.2588 -1.1464  -0.08
C: -3.7743 0.6960 -2.6050  -0.46
Br: 16.1523 -0.4215 -8.9230  -0.03
Br: -2.9562 3.6339 9.4951  -0.02
H: 2.0279 0.0022 -0.2923  0.37
H: 1.2850 2.6973 2.8378  0.07
C: 2.3327 0.7817 0.4351  -1.12
Br: -9.7964 2.6879 4.7680  -0.02
Br: -6.2821 -0.4721 0.2319  0.04
C: 7.6364 0.9001 -3.1180  -0.36
C: 14.5147 -1.2388 -9.5480  -0.09
C: -12.4341 -10.5384 -1.3600  -0.03
H: -1.1217 2.2107 -2.5391  -0.27
C: -2.8340 1.0542 -1.4198  0.37
C: -22.8217 5.3859 7.2219  -0.29
C: 9.1072 -9.5697 -10.3041  -0.33
Br: -17.8439 4.3020 3.9455  -0.02
Br: -7.8428 0.9787 6.6443  -0.03
C: 0.4980 2.3357 -0.4317  -0.74
H: 14.1267 2.6888 3.9109  0.31
H: 2.8795 0.3809 1.3061  0.29
Br: -14.7730 10.2051 2.5280  -0.01
H: -7.3220 2.6876 4.9327  0.31
Br: 12.4316 1.1976 -3.3128  0.28
Br: 7.5938 3.1303 0.7035  0.06
Br: -11.2305 -5.3521 1.0000  0.01
H: -11.8986 -15.4964 -3.0122  0.34
Br: -1.5858 6.1457 2.8346  0.02
Cl: -1.7335 -0.4323 -1.1719  -0.34
H: -8.4747 0.0317 -0.7966  0.45
Br: 5.4643 1.8501 2.7559  -0.07
B: -1.9259 2.4055 -1.6441  0.39
Br: -3.8101 -2.9592 2.1198  -0.02
Br: -8.9489 -2.2001 0.1651  -0.04
Br: -13.7675 -14.0773 -2.2068  -0.01
C: -5.0400 1.6096 -2.7096  -0.79
C: 10.9903 3.0591 -7.6141  -0.08
Br: -4.7273 -7.0012 -2.1075  0.00
Br: -5.7226 -4.4630 0.0664  0.18
C: -8.4833 -5.0177 3.8914  -0.11
H: -4.7980 2.6434 -3.0129  0.37
H: 0.3944 1.1025 1.4499  0.00
Br: 8.8765 -0.1099 -2.0293  0.09
Br: -7.6266 0.7194 3.4688  0.13
Br: 21.4581 2.1242 3.2731  -0.03
H: -12.3907 -11.3138 -2.1136  -0.03
Br: 10.8012 -4.3398 -10.3903  0.01
C: -11.9385 -14.7049 -2.2745  -0.31
H: 5.8629 4.1890 2.0536  0.38
C: 19.6993 1.4272 3.6750  -0.26
C: -11.4224 -5.8032 -0.8701  0.26
C: 12.5625 -1.7565 -1.5833  0.21
Br: -5.4149 4.8864 7.8697  -0.01
C: 11.7108 3.2652 0.2942  -0.31
H: -14.4695 12.1955 3.9752  0.34
Br: -2.5229 -4.7964 -0.1712  -0.08
H: -2.3175 4.1115 -2.8421  0.16
Br: -1.2029 2.9740 4.6325  0.02
Br: 16.5703 3.0483 3.7466  -0.03
Br: 10.9549 2.9199 -9.5413  -0.02
H: 14.4989 -2.2525 -9.1658  0.06
H: 2.8251 2.5593 1.9598  -0.45
H: -16.5253 5.2808 5.8022  -0.13
Br: -10.7332 -13.3133 -2.8658  0.01
Br: 12.9297 -4.0630 -8.0087  -0.01
C: 13.8172 1.0795 -4.6680  0.14
Br: 10.7648 -8.7886 -10.8882  0.03
C: 1.7508 2.7970 1.8327  -0.24
H: -12.3765 4.4267 8.1914  0.38
H: -5.5267 1.6175 -1.7140  0.05
H: 2.9916 1.5123 -0.1291  0.08
H: 1.1332 3.1958 -0.7572  0.15
Br: 18.1783 -2.3516 -1.1660  -0.04
H: 1.6963 3.8295 1.4395  0.04
Br: -9.9692 -3.7975 4.1087  -0.04
H: -3.9415 -2.7696 -0.3511  -0.16
Br: -8.9159 -6.7920 4.5300  -0.02
C: -7.8871 -0.8770 -0.7577  -0.39
Br: 14.4059 -1.3185 -1.0683  0.10
Br: -16.9429 12.1835 3.8043  0.00
H: -0.9699 3.9078 -0.2229  0.17
Br: -6.8703 -4.3325 4.7059  -0.03
Br: 19.7837 -0.1317 4.8144  -0.01
Br: -16.8753 7.3162 4.4323  0.07
Br: 11.3276 1.8369 1.5335  0.01
H: -8.2923 -5.0998 2.8273  0.17
H: 11.5800 4.1974 0.8295  0.37
Br: 12.6197 3.9029 -6.9970  -0.03
H: -0.0515 6.4425 4.7553  0.25
C: -2.7984 2.1327 3.9370  -0.39
Br: 15.4680 1.8048 -3.9677  -0.04
Br: 8.0236 -8.3183 -9.3071  -0.01
Br: -7.5121 -1.3893 -2.5848  -0.07
Br: 1.6097 6.1566 2.9392  0.04
C: -3.9849 -3.6262 0.3157  0.15
Br: -9.7830 -5.4948 -1.8567  0.04
Br: -11.3786 -15.4676 -0.5886  0.00
C: 18.4975 -2.1090 0.7289  0.42
C: -0.0193 6.8204 3.7403  -0.27
H: 7.5851 1.8993 -2.7001  0.29
Br: -14.9952 10.4995 5.7052  0.00
Br: 4.3429 3.5464 0.2530  -0.01
Br: -12.9275 -4.8944 -1.6753  -0.02
H: 10.9791 2.0496 -7.2179  0.10
C: -8.0460 1.8820 4.9488  -0.35
C: -15.1906 11.3883 3.9995  -0.34
Br: 18.6831 1.0802 2.0676  0.07
C: 12.6183 -4.6639 -9.8188  -0.06
Br: -11.8555 -11.3315 0.3052  0.03
Br: -22.3058 3.6157 7.8050  0.01
C: -6.3863 -7.7935 -2.7225  -0.21
H: 13.2638 -4.0792 -10.4639  0.09
H: 8.5485 -9.8450 -11.1899  0.34
H: 18.2540 -1.0853 0.9701  -0.39
H: -3.4565 1.0917 -0.4934  -0.12
C: -13.0473 3.7260 7.7104  -0.31
Br: -12.5255 1.9553 8.2827  -0.01
Br: -0.0311 8.7529 3.8539  -0.06
Br: -11.2421 -9.1275 -1.9321  0.03
C: -17.3894 5.6461 5.2592  0.08
Br: 14.8992 1.1778 5.7213  -0.03
H: -3.4453 2.9247 3.5783  0.47
H: -3.4065 3.6792 7.0574  -0.37
H: -1.4984 2.4353 0.6509  -0.62
H: -2.9284 4.2849 -1.3029  0.16
H: 0.6066 1.5518 -1.2130  0.29
C: -3.5357 4.4292 7.8307  0.37
Br: -22.5930 5.6059 5.3154  0.01
C: 14.9680 2.0095 3.9770  -0.30
C: -1.0128 2.7906 -0.2906  0.13
Br: -14.2703 -9.9364 -1.2703  -0.03
H: 19.1700 2.1951 4.2252  0.23
Br: 20.3725 -2.3656 1.1662  -0.04
Br: 17.3452 -3.2290 1.8039  0.00
N: -2.7524 3.6396 -2.0620  -0.81
H: 13.5020 1.7341 -5.4694  -0.28
H: -22.1531 6.0874 7.7055  0.29
Br: 9.4200 3.9544 -6.9301  -0.04
Br: 14.2045 -0.6454 -5.4482  0.05
Br: -6.1122 -8.9691 -4.2256  -0.05
Br: 9.4517 -11.1884 -9.3078  -0.02
Br: -2.4003 0.9971 2.4251  0.01
Br: 5.8540 0.1584 -3.0440  -0.01
Br: 13.5372 3.2245 -0.3448  -0.03
Br: -12.8350 3.9542 5.8024  -0.01
H: -11.6287 -6.8647 -0.9217  -0.32
Br: 12.3445 -3.5645 -2.2309  -0.03
Br: -2.4384 5.9450 7.3402  0.00
H: -5.7127 1.2044 -3.5023  0.25

Forces on the atoms, in the same order (eV/Å):
Br -0.018 0.005 0.210
C -0.129 0.523 0.178
H 0.033 -0.122 0.106
H 0.051 -0.067 0.040
Br 0.153 0.084 -0.121
H -0.109 0.281 0.508
H 0.226 0.554 -0.124
Br 0.189 -0.036 -0.123
Br 0.009 0.102 -0.053
Br 0.133 -0.050 -0.089
Br 0.011 0.073 0.227
Br -0.008 0.313 0.086
Br 0.288 -0.454 -0.498
Br -0.085 -0.058 0.259
Br 0.139 -0.046 -0.359
C 1.722 -0.200 -0.583
Br 0.214 -0.077 -0.077
Br 0.087 0.104 -0.188
C -0.518 -0.467 0.308
Br -0.226 -0.083 -0.123
Br -0.093 0.133 -0.216
H 0.080 0.236 0.637
H 0.204 0.526 -0.553
C -0.612 1.509 -0.691
Br 0.308 -0.197 0.119
Br -0.024 -0.112 -0.083
C -0.123 -0.129 0.053
C 0.055 0.135 0.085
C -0.113 0.069 0.120
H 0.019 -0.358 -0.362
C -0.856 0.116 -0.615
C 0.017 -0.031 -0.067
C -0.013 -0.097 0.015
Br 0.022 0.198 0.181
Br -0.064 0.082 -0.128
C -0.522 -0.754 1.027
H 0.060 -0.070 -0.039
H -0.186 0.011 -0.433
Br -0.099 0.117 0.209
H -0.064 -0.056 0.035
Br 0.141 -0.133 -0.653
Br -0.602 -0.188 -0.116
Br 0.043 0.035 -0.213
H -0.006 0.077 0.057
Br 0.210 0.259 -0.050
Cl -0.282 0.261 0.258
H 0.048 -0.078 -0.018
Br 0.142 0.103 -0.286
B 0.858 0.657 0.623
Br 0.058 -0.080 -0.229
Br -0.032 0.052 -0.050
Br 0.231 -0.017 0.022
C 0.496 -0.178 -0.469
C -0.114 0.044 -0.019
Br -0.288 -0.434 -0.283
Br 0.215 0.316 0.207
C 0.104 0.052 -0.008
H 0.089 -0.536 0.461
H 0.098 0.418 -0.506
Br -0.183 0.107 -0.196
Br -0.056 0.086 0.115
Br -0.224 -0.122 0.026
H -0.014 0.066 0.056
Br 0.308 -0.155 0.146
C 0.004 0.001 0.080
H -0.040 -0.161 0.093
C 0.115 -0.142 0.001
C 0.010 0.087 0.035
C 0.231 0.046 0.499
Br 0.237 -0.055 -0.001
C 0.115 0.005 0.168
H -0.064 -0.071 -0.004
Br -0.249 0.117 0.100
H -0.079 0.231 0.248
Br -0.118 -0.232 0.119
Br -0.374 0.435 0.291
Br -0.007 0.045 0.238
H 0.022 0.134 -0.012
H -0.851 0.155 0.227
H -0.080 0.022 -0.030
Br -0.047 -0.214 0.019
Br -0.146 -0.175 -0.043
C 0.335 0.199 0.161
Br -0.237 0.022 -0.013
C -0.392 -0.914 0.370
H -0.070 -0.049 -0.043
H -0.042 0.122 -0.644
H -0.528 -1.409 0.621
H -0.335 -0.506 0.210
Br 0.022 0.037 0.288
H -0.290 -0.626 0.287
Br 0.178 -0.141 -0.002
H 0.031 -0.061 0.064
Br 0.029 0.223 -0.064
C 0.069 0.031 -0.006
Br -0.523 -0.303 -0.336
Br 0.207 -0.138 0.025
H -0.258 -0.635 0.073
Br -0.268 -0.091 -0.110
Br -0.026 0.202 -0.199
Br -0.093 -0.230 0.101
Br 0.069 0.326 0.052
H -0.020 0.014 0.077
H 0.027 -0.076 -0.045
Br -0.161 -0.089 -0.054
H 0.005 0.041 -0.076
C 0.089 -0.123 -0.365
Br -0.058 0.115 0.011
Br 0.182 -0.158 -0.113
Br -0.017 -0.015 0.305
Br -0.254 0.236 0.168
C -0.144 0.095 0.020
Br -0.262 -0.024 0.131
Br -0.084 0.139 -0.220
C 0.130 -0.326 -0.100
C -0.040 -0.123 -0.031
H -0.001 -0.086 -0.039
Br -0.037 0.119 -0.215
Br 1.446 0.362 -0.295
Br 0.234 -0.091 0.102
H 0.021 0.099 -0.014
C 0.104 -0.017 -0.139
C -0.009 -0.030 0.007
Br 0.476 0.074 0.051
C 0.097 0.022 -0.136
Br -0.091 0.143 -0.227
Br -0.080 0.225 -0.091
C 0.169 0.163 0.126
H -0.110 0.023 0.038
H 0.020 0.006 0.103
H 0.037 -0.150 -0.041
H 0.376 -0.116 -0.447
C 0.100 -0.096 -0.035
Br -0.100 0.249 -0.118
Br -0.007 -0.188 -0.014
Br -0.040 -0.382 -0.025
C 0.042 0.004 -0.083
Br 0.024 0.097 -0.231
H 0.054 -0.047 0.060
H 0.004 0.048 0.068
H 0.798 0.304 -0.754
H 0.114 0.158 -0.197
H -0.315 0.537 0.334
C 0.057 -0.036 -0.058
Br -0.083 -0.058 0.238
C -0.028 -0.305 -0.073
C 0.751 0.295 -0.281
Br 0.247 -0.042 0.019
H 0.009 -0.081 -0.052
Br -0.409 0.056 -0.057
Br 0.178 0.166 -0.168
N -0.675 -0.282 -0.228
H 0.014 -0.061 -0.020
H -0.068 -0.053 -0.035
Br 0.288 -0.045 -0.169
Br -0.426 0.036 0.501
Br -0.012 0.021 0.065
Br -0.133 0.111 -0.033
Br -0.320 -0.121 0.701
Br 0.281 0.130 -0.008
Br -0.218 -0.020 0.157
Br -0.279 0.054 0.234
H -0.001 0.209 0.045
Br 0.115 0.368 0.280
Br -0.166 -0.146 0.088
H 0.197 0.061 0.740